Record 1
DFT (ωB97M-V/def2-TZVPD) results for a 2-piece molecular cluster, C18H18N2O overall.

ORCA input file:
```
! wB97M-V def2-TZVPD RIJCOSX def2/J DEFGRID3
* xyz 0 1
C 0.593 0.561 -0.300
C -1.575 -0.259 1.676
H 3.871 3.339 0.691
H 4.120 2.358 -1.439
C -5.793 -0.489 2.411
N 1.876 0.866 -0.034
C -4.355 -0.412 2.289
H -1.767 -1.201 -3.813
H 4.213 1.810 1.505
C 4.063 1.617 -0.636
C -0.085 -2.441 -3.217
C 1.134 -1.687 -1.265
H 5.031 1.119 -0.581
H -0.092 1.417 -0.355
H 2.639 0.692 -2.023
H -4.280 1.731 2.411
C -0.732 -0.389 -2.115
H 1.565 2.864 0.547
C -3.581 -1.573 2.199
H -1.839 1.864 1.900
H 1.626 -3.481 -2.372
C 2.973 0.599 -0.976
H 1.888 1.758 1.899
C -2.231 -1.518 1.920
H -1.641 -2.426 1.848
N -6.960 -0.552 2.502
C 0.341 -0.534 -1.234
C 3.656 2.270 0.683
C -0.942 -1.337 -3.113
H -4.077 -2.532 2.367
O -0.356 -0.169 1.243
H -0.258 -3.192 -3.993
H -1.360 0.492 -2.005
C -3.703 0.823 2.224
C -2.352 0.909 1.951
C 0.953 -2.617 -2.291
H 1.913 -1.845 -0.513
H 3.358 -0.423 -0.855
C 2.165 1.992 0.862
*
```

Atomic partial charges in e from the natural (NBO) method, atoms 1 to 8: 0.37 0.38 0.22 0.21 0.30 -0.41 -0.26 0.22

---

Record 2
DFT (ωB97M-V/def2-TZVPD) results for one molecule with the formula C18H18N4OS.

ORCA input file:
```
! wB97M-V def2-TZVPD RIJCOSX def2/J DEFGRID3
* xyz 0 1
C 0.428 2.949 -1.290
C 0.616 0.749 3.054
C -0.267 -2.750 6.510
H 2.461 3.566 2.919
N -1.588 -1.512 -3.486
H 0.831 2.200 -3.888
H -0.616 -3.484 -3.300
H -1.895 -3.353 -4.531
H 0.671 -3.316 6.642
N 0.002 -2.883 -2.715
N 0.414 -0.738 -2.470
C 0.108 0.687 -2.602
C 1.067 1.958 0.916
C 1.890 2.725 3.295
H -2.874 -3.242 -3.146
C -0.423 -1.616 -2.836
H 1.131 -0.009 0.153
H -3.300 -2.267 -4.553
H 2.040 0.902 -3.698
H -0.013 3.622 -1.995
C 0.937 1.124 -3.849
S 0.916 3.589 0.262
C 0.459 -0.643 5.082
C 1.190 1.878 2.443
O -2.649 0.127 -4.761
H 1.737 1.264 6.368
C -2.003 -0.194 -3.785
C -1.368 0.917 -2.794
H -1.903 0.857 -1.847
C 0.140 -1.630 5.722
C 0.493 1.577 -1.437
N 2.170 2.499 4.569
H 0.940 -3.011 -2.779
C 0.984 1.032 -0.077
C -2.475 -2.593 -3.950
H -0.081 0.045 2.555
H -0.946 -3.354 5.892
H -0.610 -2.511 7.536
C 0.892 0.587 4.470
H -1.612 1.974 -3.088
H 0.520 0.779 -4.744
C 1.585 1.499 5.237
*
```

## Properties
SMILES string   CC#Cc1cncc(-c2cc([C@]3(C)CC(=O)N(C)C(N)=N3)cs2)c1

Atomic partial charges in e from the natural (NBO) method, atoms 1 to 8: -0.40 -0.14 -0.70 0.20 -0.49 0.20 0.36 0.19

---

Record 3
DFT (ωB97M-V/def2-TZVPD) results for C18H18NO3Ti as an isolated structure.

ORCA input file:
```
! wB97M-V def2-TZVPD RIJCOSX def2/J DEFGRID3
* xyz 1 1
O 0.561 -0.515 2.678
H -0.263 2.800 1.576
C 2.954 -2.284 1.159
H -1.613 1.561 2.109
O 1.040 -2.585 3.004
C 2.665 -0.883 1.030
H 1.428 4.842 -1.956
H -2.053 -2.754 2.813
H -0.124 -4.077 -0.867
C -0.578 -3.421 -0.132
H -1.038 -1.480 -1.237
C -0.858 -3.798 1.206
C 1.694 -1.983 -0.761
H 3.046 -0.067 1.640
C -1.577 -2.728 1.835
Ti 0.529 -1.857 1.168
C -1.939 2.928 -2.205
H -2.338 -0.787 0.977
N 0.837 -1.434 3.547
H 1.569 0.247 -0.575
O -0.311 0.892 0.551
H -0.131 5.287 -3.864
H 0.827 3.149 -0.209
H -2.264 4.016 -4.051
C 2.331 -2.971 0.071
C -1.719 -1.669 0.873
H 3.618 -2.716 1.894
H -0.650 -4.771 1.640
C -1.421 1.742 -0.069
H -2.346 1.156 -0.185
C -1.085 -2.084 -0.335
C 0.162 3.387 -1.037
C -1.608 3.881 -3.182
H 1.174 -2.156 -1.703
H 2.359 -4.047 -0.108
H -2.879 2.366 -2.273
C -0.403 4.588 -3.066
C 1.899 -0.705 -0.167
C -0.916 1.930 1.345
C 0.474 4.338 -2.000
C -1.054 2.665 -1.133
*
```

Atomic partial charges in e from the natural (NBO) method, atoms 1 to 8: -0.40 0.21 -0.17 0.20 -0.39 -0.22 0.23 0.27

---

Record 4
DFT (ωB97M-V/def2-TZVPD) results for an isolated ion of composition C18H18NO8S2 and charge -1.

ORCA input file:
```
! wB97M-V def2-TZVPD RIJCOSX def2/J DEFGRID3
* xyz -1 1
H -2.282 -1.335 -3.599
S 0.824 -2.242 0.101
H 1.198 0.126 -3.229
C 0.130 3.358 -3.066
C 1.077 -2.998 -2.560
C 0.562 0.282 1.312
C 0.577 -0.116 2.757
H 0.620 4.737 -1.467
C 0.289 -2.337 -1.620
O -0.363 -2.500 0.893
H -0.411 4.103 -3.654
O 1.976 -3.109 0.188
H -2.849 1.546 3.521
C -2.670 0.741 4.246
H -0.501 0.297 0.982
H -3.787 -0.752 5.318
O 3.382 0.946 0.123
H -1.536 -1.271 -1.222
O -0.445 1.794 3.820
C 1.307 -0.582 0.378
O -1.625 -0.115 3.720
C -0.526 0.620 3.493
C -3.899 -0.108 4.438
H -4.751 0.552 4.619
H 0.516 -1.201 2.844
C 0.639 -3.082 -3.883
C 1.014 1.120 -2.829
H 2.022 -3.441 -2.262
C -1.344 -1.812 -3.313
C 0.297 2.062 -3.568
H 0.988 1.296 1.217
S 2.442 0.194 -0.668
H -4.116 -0.723 3.558
H -2.329 1.171 5.197
H -0.100 1.781 -4.546
H -0.900 -2.533 -5.302
O 2.390 1.409 3.276
C 0.692 3.708 -1.832
O 2.271 -0.499 4.362
N 1.876 0.322 3.518
C -0.563 -2.479 -4.264
H 1.812 3.013 -0.111
C 1.370 2.751 -1.071
O 2.894 -0.754 -1.661
C 1.511 1.448 -1.569
H 1.248 -3.621 -4.609
C -0.931 -1.764 -1.980
*
```

## Properties
SMILES string   CCOC(=O)[C@@H](CC(S(=O)(=O)c1ccccc1)=[S@](=O)([O-])c1ccccc1)[N+](=O)[O-]

Atomic partial charges in e from the natural (NBO) method, atoms 1 to 8: 0.21 2.18 0.24 -0.22 -0.21 -0.44 -0.19 0.21

---

Calculated HOMO (Ha), listed in the same order as above: -0.2744; -0.3087; -0.4296; -0.1654
Calculated total energy (Eh), listed in the same order as above: -881.385978; -1389.047917; -1826.327502; -2149.704541
Calculated orbital gap (eV), listed in the same order as above: 7.09; 8.94; 7.28; 7.23